The following is a quantum chemistry calculation of a structure of composition C35H44Cl2NOP3Pd in a non-equilibrium geometry, from the Open Molecules 2025 dataset.

Computed properties:
Molar mass   764.99 Da
Net charge   +2
2S+1   5

XYZ file:
```
87
C35H44Cl2NOP3Pd (the ωB97M-V functional and the def2-TZVPD basis)
P -3.0473 1.2495 -0.0152
C -3.1287 2.5246 1.1310
C -3.6984 3.6241 0.4656
H -3.6899 3.6349 -0.6381
C -4.2984 4.6097 1.2062
H -4.7856 5.4405 0.6934
C -4.2843 4.5212 2.6185
H -4.7776 5.3074 3.1900
C -3.6513 3.4605 3.2682
H -3.6468 3.4190 4.3716
C -3.0400 2.4464 2.5526
H -2.5283 1.6128 3.0173
C -2.2762 1.5951 -1.5457
C -1.3417 2.6356 -1.7955
H -0.9203 3.1991 -0.9547
C -1.0178 2.9334 -3.0976
H -0.3066 3.7488 -3.3161
C -1.6232 2.2436 -4.1608
H -1.4004 2.5089 -5.1901
C -2.5426 1.2067 -3.8994
H -3.0445 0.6855 -4.7256
C -2.8350 0.8567 -2.6116
H -3.5692 0.0665 -2.3727
C -3.6872 -0.3212 0.2996
C -5.0643 -0.0526 0.1831
H -5.3739 1.0031 0.0317
C -5.9541 -1.0850 0.2382
H -7.0206 -0.8718 0.1176
C -5.4795 -2.4018 0.4477
H -6.2050 -3.2104 0.4883
C -4.1135 -2.6524 0.6063
H -3.7685 -3.6864 0.7809
C -3.1838 -1.6289 0.5423
H -2.1239 -1.7895 0.7029
Pd 2.1133 -0.3087 1.3431
C 2.3879 -1.2303 -0.6147
C 1.5759 -1.1992 -1.6760
H 3.3642 -1.7078 -0.5477
C 0.1788 -0.5663 -1.4598
O -0.7560 -1.6744 -1.6945
H -1.6360 -1.3651 -1.4041
C -0.0688 0.0444 -0.1227
H -0.0054 0.1947 -2.2799
C 0.3498 0.2174 1.0990
Cl 4.2450 -0.7195 1.6802
Cl 1.5611 0.9264 3.5589
P 2.9577 1.8287 0.8257
C 4.2277 2.3919 1.9918
H 5.1194 1.7695 1.8716
H 3.8321 2.2674 3.0061
H 4.4428 3.4444 1.7828
C 3.7225 1.8089 -0.8089
H 2.9588 1.6169 -1.5720
H 4.4732 1.0130 -0.8412
H 4.1885 2.7859 -0.9821
C 1.7688 3.1843 0.7650
H 1.1415 3.1509 1.6609
H 1.1457 3.1020 -0.1316
H 2.3396 4.1224 0.7385
P 1.9528 -1.9365 -3.3263
C 3.7081 -2.2399 -3.4416
C 1.3988 -0.7230 -4.5259
H 4.0288 -2.8875 -2.6155
H 4.2576 -1.2893 -3.4047
H 3.8920 -2.7370 -4.4041
H 0.3224 -0.5298 -4.4194
H 1.6018 -1.1153 -5.5315
H 1.9493 0.2177 -4.3841
C 0.9847 -3.4364 -3.4501
H 1.3313 -4.1507 -2.6937
H 1.1158 -3.8587 -4.4530
H -0.0667 -3.1924 -3.2552
H -0.2898 0.6708 1.8535
N 1.0688 -2.1424 2.0659
C 2.0089 -2.7894 2.9581
C 2.0647 -2.3330 4.2724
C 2.9424 -2.9655 5.1551
C 3.7617 -4.0057 4.7050
C 3.7273 -4.3957 3.3555
C 2.8470 -3.7734 2.4690
H 0.2419 -1.8259 2.4939
H 0.8892 -2.6580 1.2057
H 1.4676 -1.4699 4.5703
H 2.9698 -2.6369 6.1943
H 4.4308 -4.5069 5.3944
H 4.3814 -5.1862 2.9920
H 2.8119 -4.0347 1.4020
```

The following is a quantum chemistry calculation of a cluster of 3 separate species, C2H10N4 in total in a non-equilibrium geometry, from the Open Molecules 2025 dataset.

Computed properties:
Molar mass   90.13 Da
Net charge   +2

XYZ file:
```
16
C2H10N4 (the ωB97M-V functional and the def2-TZVPD basis)
C -9.0210 -0.1544 0.3366
C 9.2744 -2.3860 -0.0729
N -9.7150 0.5536 -0.4107
N 10.3217 2.2650 0.2083
N -10.2431 1.7148 -0.2580
N 10.3034 1.4655 -0.5277
H -8.5119 -1.1330 0.0662
H -8.7551 0.0759 1.4107
H 8.7944 -1.9012 0.7606
H 8.5190 -2.8530 -0.7188
H 9.8539 -3.2085 0.2671
H -10.0131 0.2025 -1.4702
H 10.3637 2.9112 0.9927
H -9.9496 2.3864 0.4480
H -11.2010 1.7723 -0.4541
H 9.9791 -1.7110 -0.5777
```

The following is a quantum chemistry calculation of a structure of composition C34H80CrF3N8O18P2 in a non-equilibrium geometry, from the Open Molecules 2025 dataset.

Computed properties:
Molar mass   1059.99 Da
Net charge   +1
2S+1   5

XYZ file:
```
146
C34H80CrF3N8O18P2 (the ωB97M-V functional and the def2-TZVPD basis)
Cr 3.2047 -2.1895 0.9819
C 0.5264 -0.6509 0.6241
O 0.9624 -1.1014 -0.6354
O 1.6637 -0.7712 1.4104
C -0.0627 0.7898 0.6090
F -1.0671 0.7834 -0.3179
F -0.6056 1.2295 1.7437
F 0.8772 1.6492 0.1897
C -0.0123 -1.4780 -1.6036
C 0.7700 -1.6587 -2.9020
H 1.4544 -2.4846 -2.6860
H 0.2054 -1.9698 -3.7813
H 1.2851 -0.7164 -3.0824
H -0.7986 -0.7423 -1.7604
H -0.3898 -2.4707 -1.3402
H -0.2402 -1.2573 1.1337
C 4.7318 -2.3634 -2.9701
C 4.1626 -1.2695 -2.0653
O 3.9054 -1.4938 -0.8746
N 3.8767 -0.0943 -2.6013
C 3.2816 1.0139 -1.8654
H 3.9997 -2.8852 -3.5884
H 5.3615 -3.1213 -2.5157
H 5.3226 -1.7981 -3.6998
H 4.2792 0.1406 -3.4947
H 2.8937 1.7718 -2.5410
H 4.0219 1.4616 -1.2017
H 2.4538 0.6432 -1.2631
C -2.4289 -4.0375 -0.2448
C -2.7396 -2.7854 0.5568
O -2.4886 -2.7361 1.7580
N -3.1994 -1.7309 -0.1161
C -3.5652 -0.4692 0.4697
H -2.9430 -4.1131 -1.2039
H -2.6004 -4.9542 0.3154
H -1.3611 -4.0722 -0.4782
H -3.1923 -1.7325 -1.1220
H -4.6236 -0.3591 0.7109
H -3.2703 0.2983 -0.2512
H -3.0303 -0.1760 1.3733
C -1.9450 0.0708 4.2738
C -1.3577 0.5979 5.5774
O -0.6920 -0.1168 6.3323
N -1.6341 1.8613 5.9051
C -1.2842 2.4403 7.1868
H -2.3123 0.8922 3.6530
H -2.8359 -0.4837 4.5676
H -1.2217 -0.4556 3.6589
H -2.2674 2.4130 5.3412
H -0.6443 1.8190 7.8018
H -2.2095 2.5828 7.7537
H -0.8475 3.4330 7.0629
C 2.5948 3.8682 6.6478
C 2.7701 2.7943 5.5986
O 3.8526 2.2867 5.3749
N 1.6393 2.4818 4.9133
C 1.5667 1.5641 3.7922
H 3.0975 4.7443 6.2283
H 3.1417 3.5929 7.5470
H 1.5857 4.1885 6.8991
H 0.7766 2.8791 5.2400
H 2.4761 1.0094 3.5895
H 1.2267 2.0288 2.8694
H 0.8076 0.8029 3.9897
C -2.8784 3.6834 -5.5637
C -2.0179 2.4376 -5.5701
O -2.3320 1.3806 -6.0895
N -0.8273 2.5650 -4.9304
C 0.1517 1.5006 -4.8353
H -3.9017 3.4076 -5.3196
H -2.9182 4.1267 -6.5583
H -2.4603 4.3943 -4.8548
H -0.5565 3.4375 -4.5132
H 0.6396 1.4782 -3.8588
H 0.9605 1.7433 -5.5337
H -0.2383 0.5175 -5.0826
C -5.0955 5.1931 4.5561
C -4.0305 4.3381 3.8850
O -3.8166 3.2166 4.3228
N -3.2820 4.9444 2.9468
C -2.1329 4.3500 2.2781
H -5.5073 6.0242 3.9789
H -4.6280 5.6506 5.4275
H -5.9352 4.5465 4.7946
H -3.5469 5.8644 2.6419
H -1.9050 4.8329 1.3330
H -2.3654 3.3036 2.0801
H -1.2639 4.4222 2.9340
C -6.0433 4.4944 -2.8233
C -4.5405 4.4352 -2.6695
O -3.7915 5.2190 -3.2316
N -4.0903 3.3993 -1.9470
C -2.6842 3.1519 -1.7090
H -6.3725 5.3175 -3.4523
H -6.5846 4.5323 -1.8760
H -6.4517 3.6101 -3.3231
H -4.7416 2.7580 -1.5310
H -2.2253 3.7614 -0.9286
H -2.1611 3.3681 -2.6402
H -2.5544 2.1207 -1.3967
C 2.0120 -5.3795 -1.6303
C 1.6493 -4.9004 -0.2373
O 2.0828 -3.8410 0.2285
N 0.7267 -5.6091 0.4033
C 0.2715 -5.2150 1.7339
H 1.9214 -6.4631 -1.6765
H 3.0015 -5.0354 -1.9191
H 1.3175 -4.9377 -2.3481
H 0.3505 -6.4129 -0.0674
H 0.1371 -4.1567 1.9517
H 0.9495 -5.5709 2.5083
H -0.7277 -5.6305 1.8486
C 2.8754 -0.7797 6.1446
O 2.9057 -1.2522 4.8218
P 2.9844 -2.8027 4.4733
O 3.1187 -3.0515 3.0213
O 4.1848 -3.3740 5.3396
C 5.4965 -2.8312 5.0602
O 1.6753 -3.3897 5.1410
C 0.4289 -3.0964 4.4953
H 2.9288 -1.5723 6.8959
H 1.9651 -0.2170 6.3707
H 3.6575 -0.0561 6.3842
H 5.9473 -2.5960 6.0188
H 5.4204 -1.9712 4.3956
H 6.0932 -3.5878 4.5520
H -0.2462 -2.6216 5.2105
H -0.1144 -3.9885 4.1876
H 0.5461 -2.3903 3.6712
C 0.4961 0.1385 -8.3971
O 0.7246 -1.2336 -8.7118
P 1.3003 -2.2387 -7.6085
O 0.3389 -2.5766 -6.5505
O 1.7816 -3.4746 -8.4905
C 0.7228 -4.2417 -9.1026
O 2.6927 -1.5839 -7.1319
C 2.6717 -0.9323 -5.8715
H 0.8178 0.4400 -7.4044
H -0.5468 0.3962 -8.5719
H 1.0391 0.7394 -9.1300
H -0.2864 -4.0382 -8.7577
H 0.9995 -5.2861 -8.9712
H 0.7916 -4.0593 -10.1759
H 2.7467 0.1505 -5.9822
H 3.5538 -1.2204 -5.2993
H 1.8207 -1.1691 -5.2372
```

The following is a quantum chemistry calculation of a structure of composition C24H40N3RhSSi2 in a non-equilibrium geometry, from the Open Molecules 2025 dataset.

Computed properties:
Molar mass   561.75 Da
2S+1   5

XYZ file:
```
71
C24H40N3RhSSi2 (the ωB97M-V functional and the def2-TZVPD basis)
Rh 8.8048 13.7231 8.4168
C 12.2586 13.1294 8.9770
Si 11.0929 13.9406 7.6648
C 11.7262 13.3789 5.9063
C 11.5947 15.7425 7.6592
C 12.8984 16.1603 7.4551
C 13.1879 17.5276 7.5869
C 12.1812 18.4258 7.9273
C 10.8582 17.9969 8.0870
C 10.5900 16.6353 7.9754
Si 8.8487 15.9563 8.0135
C 8.2825 16.5333 6.2528
C 7.8941 17.0135 9.3531
H 13.2870 13.1348 8.6254
H 11.9393 12.1030 9.1519
H 12.1847 13.6709 9.9135
H 12.7307 13.7256 5.7327
H 11.1024 13.7879 5.1123
H 11.7294 12.3043 5.8182
H 13.6805 15.4402 7.2429
H 14.2258 17.8657 7.4763
H 12.4001 19.4805 8.0778
H 10.0384 18.6961 8.2545
H 8.7644 17.4709 5.9843
H 7.2049 16.6947 6.1864
H 8.5470 15.8139 5.4791
H 8.1904 18.0504 9.2786
H 8.1029 16.6866 10.3550
H 6.8258 17.0128 9.1851
C 6.0406 14.1573 7.0034
N 6.5773 13.3909 8.1336
C 6.1864 11.9445 7.9615
C 5.9264 13.8579 9.3818
C 6.8656 13.5526 10.4993
C 6.3712 13.3377 11.7717
C 7.2479 13.1505 12.8372
C 8.6184 13.2209 12.6255
C 9.1387 13.3936 11.3390
C 8.2592 13.5320 10.2927
H 4.9888 13.9417 6.8429
H 6.6018 13.8809 6.0966
H 6.1468 15.2244 7.1860
H 5.0928 11.8690 7.9425
H 6.5830 11.3661 8.8040
H 6.6133 11.5793 7.0296
H 4.9777 13.3269 9.5520
H 5.7494 14.9451 9.3091
H 5.2936 13.2925 11.9191
H 6.8434 12.9718 13.8385
H 9.3245 13.1268 13.4627
H 10.2147 13.3966 11.1675
C 6.6225 8.0928 10.1886
C 7.8940 8.1499 9.3584
N 8.4168 9.5157 9.0943
C 8.6360 9.9332 7.8441
S 9.3647 11.4134 7.2973
N 8.5806 9.0122 6.7974
C 9.7655 8.1387 6.4551
C 9.3997 7.0222 5.4630
H 6.3763 7.0350 10.3784
H 5.7807 8.5604 9.6691
H 6.7559 8.5884 11.1477
H 7.6862 7.7245 8.3692
H 8.6755 7.5206 9.7793
H 8.1833 10.2143 9.8024
H 8.3450 9.4889 5.9241
H 10.1395 7.7410 7.4062
H 10.5746 8.7466 6.0374
H 8.5511 6.4363 5.8128
H 10.2597 6.3797 5.2555
H 9.1322 7.4653 4.5088
```

The following is a quantum chemistry calculation of a structure of composition C36H36B2N10Na, from the Open Molecules 2025 dataset.

Computed properties:
Molar mass   653.37 Da
Net charge   -1

XYZ file:
```
85
C36H36B2N10Na (the ωB97M-V functional and the def2-TZVPD basis)
Na 1.6233 0.3115 -0.9517
C -3.7414 -0.0767 0.4973
C -2.6138 0.8179 0.0884
C -2.6960 1.9541 -0.6839
C -1.3668 2.2937 -1.0036
N -0.5357 1.4165 -0.4470
N -1.2970 0.5422 0.2492
B -0.5644 -0.6016 0.9866
N -0.1550 -0.2683 2.4430
N 0.9449 -0.8981 2.9124
C 1.1115 -0.4842 4.1594
C 0.1184 0.4552 4.5047
C -0.6637 0.5676 3.3791
C -1.8111 1.4943 3.1458
C 2.2277 -0.9963 4.9734
C 2.9776 -2.0894 4.5370
C 4.0284 -2.5721 5.2984
C 4.3496 -1.9778 6.5136
C 3.6086 -0.8918 6.9555
C 2.5584 -0.4051 6.1897
N -1.4021 -1.9002 0.9129
N -1.5711 -2.3886 -0.3336
C -2.4184 -3.4012 -0.2288
C -2.8092 -3.5769 1.1154
C -2.1335 -2.6001 1.8111
C -2.1351 -2.3557 3.2866
C -2.8181 -4.1687 -1.4208
C -3.6963 -5.2450 -1.3209
C -4.0740 -5.9623 -2.4470
C -3.5782 -5.6144 -3.6951
C -2.7005 -4.5420 -3.8041
C -2.3239 -3.8265 -2.6805
C -0.9038 3.3628 -1.9065
C 0.4537 3.6018 -2.0959
C 0.8884 4.5798 -2.9743
C -0.0306 5.3464 -3.6789
C -1.3878 5.1203 -3.4942
C -1.8204 4.1363 -2.6172
H -4.6682 0.3365 0.1002
H -3.8633 -0.1793 1.5773
H -3.6085 -1.0777 0.0896
H -3.6051 2.4263 -1.0179
H 0.4866 -0.7824 0.4135
H -0.0190 0.9867 5.4320
H -2.0970 1.9535 4.0916
H -2.6838 0.9786 2.7467
H -1.5457 2.2816 2.4393
H 2.7188 -2.5448 3.5905
H 4.6026 -3.4194 4.9442
H 5.1712 -2.3568 7.1081
H 3.8525 -0.4165 7.8977
H 1.9939 0.4511 6.5377
H -3.4645 -4.3215 1.5367
H -2.6039 -3.2042 3.7839
H -2.7121 -1.4624 3.5467
H -1.1314 -2.2253 3.6832
H -4.0891 -5.5268 -0.3518
H -4.7576 -6.7966 -2.3478
H -3.8723 -6.1736 -4.5743
H -2.3063 -4.2635 -4.7735
H -1.6396 -2.9908 -2.7517
H 1.1792 3.0078 -1.5631
H 1.9524 4.7322 -3.1097
H 0.3056 6.1091 -4.3703
H -2.1156 5.7075 -4.0412
H -2.8818 3.9616 -2.4944
B 3.8964 0.8928 -3.2875
N 2.4890 1.0021 -3.9318
C 2.1312 1.6771 -5.0373
C 0.7666 1.5542 -5.2044
C 0.3652 0.7664 -4.1172
N 1.4066 0.4354 -3.3625
N 4.0662 1.9713 -2.1623
C 5.0722 2.8438 -2.0178
C 4.8986 3.5248 -0.8261
C 3.7249 2.9780 -0.2994
N 3.2286 2.0457 -1.1108
H 4.7335 1.1280 -4.1319
H 4.0109 -0.2095 -2.7897
H 2.8719 2.1908 -5.6275
H 0.1552 1.9727 -5.9853
H -0.6248 0.4354 -3.8431
H 5.8377 2.9206 -2.7715
H 5.5213 4.2968 -0.4080
H 3.2081 3.2256 0.6151
```

The following is a quantum chemistry calculation of a structure of composition C16H25IrN2O in a non-equilibrium geometry, from the Open Molecules 2025 dataset.

Computed properties:
Molar mass   453.61 Da
Net charge   +1
2S+1   6

XYZ file:
```
45
C16H25IrN2O (the ωB97M-V functional and the def2-TZVPD basis)
C -3.9038 -2.7413 -0.2419
C -3.5728 -3.5401 0.9625
C -4.9318 -1.6780 -0.1370
C -3.5802 -3.2944 -1.5791
H -5.9546 -2.0856 -0.1733
H -4.8607 -0.9608 -0.9561
H -4.8557 -1.1291 0.8027
H -4.3096 -4.3384 1.1455
H -3.5557 -2.9282 1.8655
H -2.6052 -4.0353 0.8694
H -4.3289 -4.0294 -1.9150
H -2.6204 -3.8128 -1.5844
H -3.5512 -2.5180 -2.3449
C 0.4711 1.4469 1.9663
C -0.8953 1.6198 1.6371
C -1.5738 0.3976 1.8779
H -1.3442 2.5272 1.2694
C -0.6283 -0.5289 2.3696
C 0.6335 0.1181 2.4205
H 1.5588 -0.3133 2.7643
H 1.2393 2.1998 1.9163
H -2.6269 0.2175 1.7412
H -0.8360 -1.5425 2.6666
C 0.7583 0.0068 -2.3841
C 0.5612 1.3547 -2.0062
C -0.8221 1.5289 -1.7581
H 1.3192 2.1179 -1.9519
C -1.4759 0.2880 -1.9728
C -0.4973 -0.6514 -2.3661
H -0.6696 -1.6843 -2.6128
H 1.6984 -0.4407 -2.6565
H -1.2976 2.4479 -1.4580
H -2.5329 0.1026 -1.8801
Ir 0.0000 0.0000 0.0000
C 4.2275 0.7894 -2.0874
N 4.2810 0.7486 -0.6462
C 3.2287 0.6314 0.2318
N 3.5625 0.8471 1.5366
O 2.0638 0.3841 -0.1943
H 3.2188 0.8700 -2.4706
H 4.7605 -0.0848 -2.5143
H 4.7307 1.7171 -2.4341
H 5.2302 0.8853 -0.2643
H 2.9555 0.9348 2.3302
H 4.5426 1.0466 1.7867
```

The following is a quantum chemistry calculation of a cluster of 2 separate species, C6H11NO in total in a non-equilibrium geometry, from the Open Molecules 2025 dataset.

Computed properties:
Molar mass   113.16 Da

XYZ file:
```
19
C6H11NO (the ωB97M-V functional and the def2-TZVPD basis)
C -0.6700 -1.5326 -0.1593
C -0.5385 1.9238 0.8161
C 0.9370 -0.3296 -0.6617
N -0.4430 -1.9856 1.1404
C 0.3274 0.7520 -1.2696
C -0.6436 1.5373 -0.6444
C 2.1024 -0.7917 -0.2678
O -1.7426 -0.8141 -0.3476
H -1.4669 0.3110 -0.5514
H -0.4208 -2.2673 -0.9258
H 0.3672 -2.5721 1.2765
H -0.6759 -1.3112 1.8561
H 0.3151 0.7328 -2.3590
H -1.1478 2.2623 -1.2774
H 3.0136 -0.2085 -0.3543
H 2.2141 -1.7881 0.1491
H -1.5270 2.0813 1.2521
H 0.0290 2.8515 0.9364
H -0.0296 1.1489 1.3915
```

The following is a quantum chemistry calculation of a cluster of 2 separate species, C5H14NO2 in total in a non-equilibrium geometry, from the Open Molecules 2025 dataset.

Computed properties:
Molar mass   120.17 Da
Net charge   +1

XYZ file:
```
22
C5H14NO2 (the ωB97M-V functional and the def2-TZVPD basis)
C -0.9694 1.7153 1.3253
C -0.1145 0.5361 0.8573
C 0.2867 0.6532 -0.7677
C 0.8122 -0.7816 -1.3746
C 1.7546 0.0416 -0.6393
O 2.4411 -0.7777 0.2610
N -0.5830 -0.7825 1.2113
H -0.4651 2.6540 1.0751
H -1.9875 1.6157 0.8525
H -1.2713 1.7040 2.3656
H 0.8236 0.7571 1.3730
H -0.8096 0.6271 -0.9298
H 0.5563 1.7009 -0.8847
H 0.6464 -1.7144 -0.8477
H 0.5573 -0.5497 -2.4073
H 2.5317 0.6063 -1.1285
H -1.5161 -0.9600 0.8571
H 3.2628 -1.1216 -0.1052
H -0.6315 -0.7603 2.2268
H -3.6490 -0.5934 -0.6612
H -2.5805 -1.1147 -1.5904
O -2.7094 -0.4770 -0.8800
```

Sequential calculated total energy output: -3561.6507, -300.4697, -5162.8059, -2190.3503, -2153.3103, -913.3015, -365.0913, -403.7146 hartree